The following is a quantum chemistry calculation of a structure of composition C12H14LaN2O2S, from the Open Molecules 2025 dataset.

XYZ file:
```
32
Properties=species:S:1:pos:R:3:forces:R:3:mulliken_charge:R:1
C 3.6705 -1.9594 -0.2930 -0.870 0.598 0.117 -1.08
C 3.7951 -0.4435 -0.2031 0.587 -0.943 0.092 -0.10
O 2.7275 0.2422 -0.9407 0.237 0.188 0.331 -0.35
C 1.6656 0.4547 -0.1572 0.787 0.043 -0.421 0.37
O 0.8013 -0.3658 -0.0151 -0.776 -0.542 0.062 -0.52
C 1.5966 1.8112 0.4673 -0.250 0.025 0.259 -0.62
C 0.1518 2.2937 0.6458 0.662 0.435 -0.344 -0.98
C -0.7747 1.7937 -0.4678 -0.968 -0.234 -0.385 -1.66
C -1.6624 0.6046 -0.1448 0.063 -0.578 -0.927 0.78
C -2.2637 -0.1754 -1.2487 -0.602 1.520 1.035 -0.23
C -3.0336 -1.3208 -1.0480 -0.371 -1.018 -1.163 -1.26
C -3.2822 -1.7387 0.2259 -0.316 -0.140 -0.038 0.45
N -3.9915 -2.8248 0.6395 -0.202 -0.138 -0.803 -0.51
S -3.9254 -2.8357 2.1890 0.171 0.183 0.614 0.44
N -3.0393 -1.5093 2.4857 -0.229 -0.421 0.558 -0.54
C -2.7466 -1.0008 1.3104 0.255 0.189 0.206 0.33
C -1.9471 0.1404 1.0947 0.128 0.849 0.148 -0.32
H 4.6303 -2.4482 -0.3198 0.257 -0.125 -0.019 0.39
H 3.0866 -2.3182 0.5440 0.039 -0.292 0.284 0.28
H 3.0798 -2.1942 -1.1674 0.200 -0.232 -0.453 0.27
H 3.7556 -0.1410 0.8373 -0.001 0.315 0.197 0.26
H 4.7437 -0.1207 -0.6017 -0.002 0.404 -0.368 0.38
H 2.2295 2.5053 -0.0651 0.012 0.226 -0.302 0.43
H 2.0392 1.7255 1.4552 0.221 -0.047 0.234 0.41
H 0.1614 3.3740 0.6118 -0.020 0.302 0.076 0.37
H -0.2031 2.0397 1.6316 -0.376 -0.209 0.116 0.38
H -1.4145 2.6521 -0.7786 -0.228 0.198 0.112 0.49
H -0.1646 1.5412 -1.3456 0.219 -0.130 -0.173 0.65
H -2.0499 0.0900 -2.2863 3.210 -5.444 3.056 1.39
H -3.4258 -1.8959 -1.8769 0.047 -0.195 -0.125 0.50
H -1.5655 0.6246 1.9750 0.158 0.178 0.150 0.48
La -2.6442 1.3995 -3.1534 -2.041 5.035 -2.122 2.13
```
Forces are in eV/Å.

Values from the calculation:
HOMO level	-0.6593	hartree
calculated total energy	-31404.709	eV
LUMO	-0.5181	Eh
spin multiplicity	1
energy above the lowest of the compared OMol25 structures with the same formula, charge and spin	0.00	kcal per mole
Kohn-Sham gap	3.843	eV
charge	+3